# 1
59
Properties=species:S:1:pos:R:3 method="wB97M-V/def2-TZVPD" e_homo_ev=-2.562 relative_energy_ev=0.000 orbital_gap_ev=4.839 charge=-1
Ag 14.00440 -12.63780 3.10640
S 17.29176 -15.57992 8.71867
C 16.84429 -15.32087 7.12524
S 15.58905 -16.24631 6.34799
C 15.32597 -15.25937 4.97435
C 16.39972 -14.24941 4.79336
S 16.48312 -13.05026 3.61999
S 17.51612 -14.07688 6.07553
S 13.84163 -15.25153 4.17264
C 11.64106 -14.84888 0.23849
P 11.81402 -13.38669 1.39681
C 10.23988 -13.49526 2.31355
C 11.41085 -11.89198 0.44116
C 10.24254 -11.92182 -0.27172
C 9.85478 -10.82401 -1.12510
C 10.73541 -9.75042 -1.16483
C 11.92084 -9.69391 -0.41148
C 12.28298 -10.79019 0.36983
P 13.91053 -11.00942 1.13808
C 14.97401 -11.69627 -0.19307
C 14.65332 -9.28751 1.42775
H 10.88901 -14.77651 -0.54544
H 11.35909 -15.71454 0.80542
H 12.59174 -15.07983 -0.20827
H 9.49794 -13.87385 1.63828
H 9.97430 -12.48965 2.72028
H 10.45580 -14.15502 3.15606
H 9.53933 -12.74861 -0.17323
H 8.98143 -10.90886 -1.75174
H 10.63046 -8.93866 -1.95073
H 12.60073 -8.84008 -0.32381
H 14.61872 -11.33885 -1.18792
H 14.87272 -12.81136 -0.11460
H 16.06696 -11.47906 -0.02479
H 14.50722 -8.65397 0.54342
H 15.72176 -9.52374 1.56527
H 14.24048 -8.76831 2.35145
C 15.65572 -16.58869 1.01584
O 15.11459 -15.29682 1.30273
H 16.49845 -16.77213 1.73046
H 16.14095 -16.57615 0.03513
H 14.84661 -17.32941 0.97546
H 14.37000 -15.41469 1.88464
C 13.47221 -13.23934 6.72933
O 12.67145 -12.31497 6.01663
P 13.15393 -11.42001 4.79835
O 11.85040 -10.60736 4.30229
C 11.16391 -9.65081 5.10034
O 13.99144 -10.26283 5.54718
C 15.44957 -10.27061 5.54132
H 14.51823 -13.32145 6.41817
H 13.05761 -14.23782 6.54979
H 13.40532 -12.90749 7.79639
H 10.95458 -10.01895 6.10928
H 10.20182 -9.51128 4.54047
H 11.78463 -8.72789 5.13784
H 15.76514 -9.41412 6.10480
H 15.78811 -10.19684 4.48828
H 15.78043 -11.20197 5.98942



# 2
57
Properties=species:S:1:pos:R:3 method="wB97M-V/def2-TZVPD" e_homo_ev=-6.655 relative_energy_ev=1.946 orbital_gap_ev=6.694
C -1.02728 3.01896 -2.55394
C -1.01689 1.97672 -1.63231
N 0.12717 1.75776 -0.89823
C 1.29146 2.33089 -1.32927
C 1.36499 3.28274 -2.32267
C 0.17692 3.61645 -2.92528
C -2.18804 1.06291 -1.53707
P -2.36826 -0.00468 -0.04146
Lu 0.18713 0.34346 0.99555
P 2.66220 0.17620 0.07626
C 2.60946 1.93083 -0.70020
C -0.62088 -1.93952 1.58033
C -1.24056 -1.91246 2.81699
C -1.06766 -2.96632 3.72781
C -0.26274 -4.07250 3.31543
C 0.30165 -4.15445 2.00677
C 0.03666 -3.08499 1.11316
O -1.55101 -0.51589 -3.41674
O 0.66516 -0.85562 -2.89096
H -1.95447 3.23754 -3.10530
H 2.35033 3.70937 -2.60106
H 0.18388 4.41179 -3.64195
C -3.54246 0.95710 0.94746
C -3.41682 -1.27486 -0.74312
H 3.44290 1.88942 -1.43445
H 2.88122 2.59566 0.14913
H -2.03760 0.28338 -2.41653
H -3.08636 1.69400 -1.71289
C 3.84812 0.43250 1.38708
C 3.62057 -0.70144 -1.20349
H -1.83814 -1.03524 3.17598
H -1.54089 -2.96973 4.73026
H -0.11589 -4.88423 4.00216
H 0.84839 -5.04618 1.70849
H 0.45963 -3.14082 0.11461
H 0.27551 -1.32591 -1.90963
H 1.00246 -1.66805 -3.40523
H -0.49458 -0.66280 -3.32620
H -1.79407 -0.02691 -4.24549
H 0.12698 -1.27789 -0.77981
H -4.43665 1.12514 0.33754
H -3.72026 0.38365 1.87553
H -3.09378 1.92311 1.19042
H -4.45631 -0.99360 -0.74393
H -3.15666 -1.54384 -1.75631
H -3.30654 -2.20064 -0.16765
H 4.61775 -0.20622 -1.31194
H 3.73190 -1.75634 -0.91225
H 3.07149 -0.65295 -2.15562
H 4.81307 0.75831 0.99121
H 3.49726 1.17613 2.09736
H 3.96599 -0.48787 1.96092
F -0.42421 2.07283 2.37948
B 0.24997 1.47607 3.62235
F 1.10628 2.42778 4.07715
F -0.79272 0.95242 4.33579
F 1.03524 0.35881 3.10572



# 3
55
Properties=species:S:1:pos:R:3 method="wB97M-V/def2-TZVPD" e_homo_ev=-9.189 orbital_gap_ev=9.722
C -6.04604 1.98633 -4.34898
O -5.87609 1.94753 -2.94862
C -4.73505 2.63583 -2.48828
C -4.79740 2.73592 -0.97727
C -4.72885 1.37638 -0.29074
C -3.31119 0.79948 -0.23565
C -3.30611 -0.71635 0.01695
C -2.22166 -1.15648 1.00698
C -0.82611 -0.99000 0.40361
Si 0.53737 -1.42720 1.59770
O 1.75667 -2.34577 0.90212
Si 2.66984 -1.74412 -0.32750
F 1.86058 -0.60136 -1.11295
C 3.04457 -3.11442 -1.55250
N 4.19998 -3.96982 -1.16351
C 4.22415 -0.92818 0.27278
C 5.02192 -0.24208 -0.65597
C 6.18182 0.39065 -0.21607
C 6.49875 0.31516 1.14371
N 5.77134 -0.33701 2.04615
C 4.66830 -0.94119 1.60293
C 1.26950 0.12667 2.38441
Cl 1.01308 1.67242 1.63417
C 1.98010 0.09595 3.50837
C 2.61741 1.25657 4.19349
Cl 2.24405 -1.41937 4.31367
H -7.08001 2.23594 -4.57623
H -5.40521 2.73043 -4.81536
H -5.83837 1.01000 -4.78444
H -4.71955 3.64755 -2.90243
H -3.81478 2.13172 -2.79935
H -5.73705 3.22841 -0.73251
H -3.98159 3.38215 -0.65568
H -5.34975 0.68619 -0.85579
H -5.10816 1.45107 0.72536
H -2.71843 1.30286 0.52837
H -2.81891 1.01538 -1.18244
H -3.09954 -1.22378 -0.92432
H -4.27843 -1.04366 0.37433
H -2.31696 -0.56255 1.91486
H -2.39311 -2.20181 1.25560
H -0.68131 0.03942 0.07587
H -0.74920 -1.60475 -0.49297
H -0.04271 -2.22756 2.68976
H 3.26251 -2.63359 -2.50372
H 2.16204 -3.73446 -1.68248
H 5.04200 -3.41410 -1.26767
H 4.14517 -4.16258 -0.16890
H 4.73361 -0.19520 -1.69785
H 6.81760 0.92937 -0.89846
H 7.38839 0.81254 1.50256
H 4.09584 -1.48860 2.33583
H 1.96463 1.68782 4.94673
H 3.51465 0.91538 4.70216
H 2.92189 2.00103 3.46892